1.
This record from OMol25 describes C85H89BaN2O3P2S as an isolated structure at a distorted geometry. The level of theory is ωB97M-V with the def2-TZVPD basis set.

Properties
Total energy (eV): -128814.4406
Net charge: +1
Orbital gap (eV): 5.142
2S+1: 1

Each line ends with the Löwdin charge.
Element x y z (Å)
H -5.130 1.243 -5.587  0.075
H 4.201 4.585 -3.602  0.112
C 3.957 5.107 -2.677  0.001
H -5.030 -4.734 -3.340  0.107
H 0.542 0.310 -5.156  0.069
C -4.513 1.676 2.319  -0.539
C 3.683 -2.652 -4.386  -0.064
H 2.714 6.568 -1.008  0.142
C -2.057 -3.176 3.359  -0.081
C -2.694 -4.427 3.385  -0.141
H 3.316 -5.592 1.286  0.107
C -2.825 3.567 2.365  -0.001
H -5.747 3.456 2.518  0.084
O 0.315 0.501 -2.691  -0.562
H 1.989 5.422 -3.102  0.191
H -3.757 -0.300 1.821  0.078
H -6.545 2.138 -5.046  0.083
C -5.479 1.990 -4.879  -0.043
H 6.711 1.906 2.096  0.112
H 3.743 -6.786 -0.841  0.108
C -1.536 2.623 0.098  -0.264
C -1.331 5.542 2.671  -0.515
C -0.838 -0.756 3.649  -0.063
C -3.075 -5.297 -2.674  -0.067
N 2.527 4.952 -2.367  -0.159
H -4.911 -2.479 -2.339  0.094
C -3.290 2.397 1.767  -0.160
H -3.410 2.741 -1.676  0.110
H 4.553 4.683 -1.870  0.081
C -0.976 0.668 -2.868  -0.422
C -3.493 -4.530 4.650  -0.092
C 2.714 -5.386 0.413  -0.073
C 5.673 -3.251 2.759  -0.142
C 1.205 -4.778 -1.834  -0.099
H 2.605 -2.921 5.982  0.120
C -1.242 5.248 4.176  -0.038
C -2.981 1.942 -2.261  0.014
C -3.080 0.303 -3.979  -0.002
H -5.752 -0.093 -2.136  0.075
H -0.519 4.451 4.352  0.087
H 2.652 0.187 -2.883  0.074
H -2.915 -6.277 2.310  0.119
C -1.079 -1.047 -4.762  -0.510
C -3.344 -3.147 5.333  -0.089
C 3.930 -2.812 -2.003  -0.090
H 2.952 2.392 3.125  0.117
H 1.010 -1.811 4.521  0.101
H -0.316 0.184 3.769  0.126
H -5.552 2.372 -1.451  0.063
C 5.195 0.838 1.037  -0.097
H 0.025 6.460 1.223  0.085
C 3.508 -2.150 2.226  -0.164
O 0.081 4.357 0.211  -0.002
C -1.189 -2.765 2.336  -0.155
C 2.148 3.523 -2.390  0.014
C 2.151 5.633 -1.071  -0.046
P 3.246 -0.681 -0.241  1.035
C -0.140 -0.314 -5.723  -0.037
C -0.272 -2.073 -3.956  -0.046
H 1.450 -4.019 1.454  0.088
C -2.371 -2.388 4.479  -0.131
C 2.206 -5.733 -1.902  -0.088
H 0.365 -1.566 -3.238  0.049
C -5.213 1.551 -3.432  -0.546
Ba 0.364 0.157 -0.611  1.917
H 4.857 0.311 1.917  0.112
H 4.951 -4.832 5.446  0.126
H 7.459 3.165 0.102  0.107
H -2.499 6.716 1.293  0.094
C -2.092 -1.842 -5.591  -0.051
C -4.676 0.276 1.718  -0.049
C -1.110 -3.603 1.199  -0.291
C 3.495 -1.501 -1.857  -0.342
H 0.105 7.128 2.851  0.091
C 3.648 4.646 0.714  -0.031
C -0.006 6.208 2.279  -0.038
C -0.493 -1.561 2.583  -0.320
H -4.328 2.460 4.350  0.075
S 0.979 -1.279 1.611  0.786
C 1.302 4.071 0.694  -0.252
H 0.357 -2.669 -4.617  0.088
H 2.829 2.950 -1.762  0.093
C 3.104 -0.790 -2.991  -0.131
C 2.242 -1.813 2.785  -0.261
C -2.453 6.545 2.368  -0.033
C -4.081 -3.162 -2.239  -0.065
H 5.794 -1.852 -0.275  0.121
H 0.662 -4.510 -2.727  0.100
H 3.758 -3.094 -5.368  0.109
H 2.205 3.149 -3.411  0.116
H 1.083 5.851 -1.116  0.141
C -5.747 2.635 -2.488  -0.058
C 1.673 -4.482 0.501  -0.100
C 6.653 2.452 0.024  -0.084
H -3.378 3.952 3.203  0.097
H -4.300 -2.624 5.366  0.125
C -4.400 1.505 3.838  -0.038
C 2.964 -6.039 -0.783  -0.080
C -1.736 -0.015 -3.846  -0.095
H -2.991 -3.237 6.360  0.123
H 6.506 -5.001 3.682  0.125
H 0.432 -1.032 -6.307  0.080
C 5.243 -3.854 5.060  -0.091
H -3.101 -5.328 5.286  0.125
H -2.612 -1.209 -6.305  0.082
H 4.209 6.160 -2.798  0.111
N -0.884 2.197 -1.028  -0.173
C 4.076 -3.147 4.438  -0.140
H -2.269 7.492 2.870  0.086
C 6.171 -2.917 1.526  0.011
C 3.852 3.807 1.793  -0.083
C -1.861 -3.641 -1.423  -0.391
H -4.952 0.320 0.668  0.075
P -0.471 -2.980 -0.415  1.037
C 2.874 -2.742 4.954  0.006
C -4.147 -4.429 -2.798  -0.072
H -0.956 -2.738 -3.440  0.055
H 4.822 3.757 2.263  0.100
C 4.606 0.569 -0.199  -0.322
C -5.758 2.509 1.985  -0.028
H 1.131 3.354 -2.022  0.094
C -1.807 -1.141 4.592  -0.015
H 4.378 -4.399 -3.357  0.106
H -7.057 0.409 -3.214  0.084
C 2.392 4.763 0.128  -0.161
C 1.527 3.209 1.769  -0.005
H -2.821 -2.335 -4.951  0.076
H -2.197 4.936 4.590  0.074
H -3.515 0.919 4.074  0.062
H 0.678 2.705 2.201  0.116
C 6.229 1.749 1.142  -0.089
H 5.617 -3.268 5.901  0.127
H 2.396 -6.245 -2.834  0.112
C 4.033 -3.380 -3.262  -0.072
C -1.650 1.597 -2.017  -0.304
C -1.691 4.254 1.924  -0.094
H 0.847 5.579 2.519  0.079
C -1.937 -4.913 -1.985  -0.111
H 4.570 1.105 -2.274  0.089
H -1.655 -5.496 0.389  0.105
H -5.804 2.719 0.918  0.075
H -3.656 -0.219 -4.723  0.091
H 7.232 -3.487 4.208  0.124
H -0.711 0.311 -6.402  0.087
H -0.914 6.134 4.716  0.086
C -5.982 0.251 -3.143  -0.049
H -5.277 0.986 4.221  0.087
H -1.113 -5.607 -1.896  0.097
H 4.165 -3.404 -1.131  0.088
C -2.654 1.958 0.629  0.010
H -2.879 -1.768 -1.149  0.102
H -3.124 -6.281 -3.117  0.107
C 4.046 -1.820 0.954  -0.308
C -1.049 3.752 0.796  -0.124
C 6.291 -3.960 3.927  -0.093
H -6.823 2.741 -2.611  0.086
H 7.178 -3.172 1.234  0.121
H -6.658 1.967 2.265  0.087
H -5.709 -0.529 -3.850  0.073
H -2.047 -0.481 5.413  0.119
O 1.047 0.207 1.497  -0.879
H -1.565 -2.608 -6.156  0.087
C -3.724 1.284 -3.224  -0.171
H 6.361 2.784 -2.067  0.103
C -1.733 -4.840 1.244  -0.039
H -4.971 2.929 -5.090  0.087
H -5.290 3.599 -2.702  0.088
C -2.941 -2.771 -1.560  -0.095
C 3.201 -1.362 -4.244  -0.068
H -5.467 -0.254 2.242  0.086
C 5.359 -2.183 0.659  -0.081
H 2.877 -0.818 -5.117  0.106
C 1.965 -2.097 4.107  -0.026
H -2.985 1.076 0.102  0.102
H -4.535 -4.770 4.436  0.123
C 4.376 -2.838 3.100  -0.085
C 6.031 2.237 -1.194  -0.093
C 2.793 3.060 2.292  -0.049
C 5.018 1.299 -1.309  -0.089
C -2.486 -5.287 2.338  0.012
H 4.474 5.237 0.341  0.116
H -3.417 6.162 2.687  0.079
C 0.890 -4.185 -0.614  -0.344



2.
This record from OMol25 describes C51H63FGe2KN5O4Te as an isolated structure at a distorted geometry. The level of theory is ωB97M-V with the def2-TZVPD basis set.

Properties
Total energy (eV): -208909.8712
Net charge: -2
Orbital gap (alpha / beta) (eV): 2.054 / 5.282
2S+1: 1

Each line ends with the Löwdin charge.
Element x y z (Å)
C 8.168 14.017 20.378  -0.120
C 17.424 12.043 12.575  -0.105
C 14.894 14.093 6.800  -0.094
H 18.293 12.837 7.520  0.099
C 11.271 9.129 20.586  -0.129
H 11.987 7.092 20.975  0.079
H 11.946 19.411 21.295  0.070
C 12.729 18.089 19.904  -0.285
H 16.119 14.763 10.505  0.112
C 18.151 9.549 8.430  -0.089
C 11.577 19.577 18.350  0.003
N 14.711 10.883 16.374  -0.150
H 17.925 17.543 21.603  -0.014
H 13.866 10.660 12.764  0.000
C 12.921 19.107 20.999  -0.040
H 20.164 14.460 11.594  0.087
C 13.328 16.894 19.892  0.059
H 16.576 11.374 12.747  0.085
C 18.313 12.435 13.530  -0.076
C 15.753 14.583 9.465  -0.114
N 12.051 17.179 17.996  0.062
H 14.612 9.250 18.997  0.132
K 13.020 13.878 15.558  0.599
C 9.921 13.045 18.985  -0.188
H 18.688 13.493 9.894  0.093
H 7.905 14.791 21.144  0.099
C 16.044 11.114 15.982  -0.233
Ge 9.684 10.766 16.975  0.765
H 10.952 13.012 18.725  0.071
C 15.977 13.351 8.872  -0.274
H 18.864 16.476 16.265  0.001
C 17.563 12.408 11.273  -0.294
O 13.305 11.446 12.966  -0.091
H 9.542 16.653 18.878  0.110
C 14.657 11.093 17.848  -0.156
H 13.467 18.717 21.854  0.060
C 10.920 16.736 17.240  -0.215
H 6.916 11.709 18.239  0.073
H 11.708 20.270 19.175  0.080
H 10.990 11.735 16.631  -0.139
C 18.602 13.237 10.944  -0.117
H 8.188 14.925 15.204  0.101
C 10.868 10.002 19.662  -0.137
H 12.331 19.804 17.550  0.104
H 20.043 13.639 13.991  0.086
H 7.835 15.310 17.537  0.111
H 14.302 10.494 9.827  -0.071
C 15.581 17.196 16.667  -0.312
Te 16.518 15.857 15.225  1.551
H 14.556 17.384 16.430  -0.005
H 15.306 9.636 11.649  -0.036
C 17.878 10.958 8.477  -0.256
C 17.022 10.280 16.798  -0.168
C 15.089 15.584 8.767  -0.095
C 14.432 9.508 16.010  -0.143
H 20.230 9.551 5.921  0.057
C 8.908 15.506 15.742  -0.087
H 10.267 14.515 20.438  0.091
H 6.161 13.132 20.045  0.093
H 13.611 11.205 18.208  0.118
C 19.489 13.701 11.901  -0.118
H 17.626 18.839 21.231  -0.039
H 15.588 12.117 7.211  0.092
C 10.729 9.668 18.274  -0.440
C 14.685 15.354 7.417  -0.092
H 13.425 9.243 16.338  0.112
Ge 16.557 11.663 9.791  0.898
C 9.514 13.875 20.004  -0.138
H 13.421 19.981 20.657  0.036
C 11.104 16.480 15.884  -0.034
N 16.307 9.294 17.655  -0.133
C 8.752 15.732 17.094  -0.066
H 14.935 7.794 17.217  0.108
H 17.807 15.697 17.464  0.045
H 15.890 10.354 19.463  0.095
C 15.285 10.297 10.284  -0.182
H 18.204 12.043 14.531  0.079
H 19.161 7.924 7.531  0.090
N 15.763 19.584 21.817  -0.223
C 9.721 16.416 17.845  -0.007
C 15.480 8.570 16.665  -0.156
O 15.345 9.140 12.748  -0.319
H 14.609 13.841 5.830  0.071
H 17.634 10.883 17.486  0.113
C 18.995 8.973 7.505  -0.099
H 15.316 8.202 12.451  -0.003
C 11.625 7.479 18.896  -0.126
C 11.671 7.809 20.234  -0.117
C 15.518 13.133 7.567  -0.148
C 19.504 9.827 6.564  -0.114
H 18.740 14.669 16.307  -0.003
C 9.016 12.212 18.311  -0.408
O 18.333 18.178 21.043  -0.124
H 16.268 12.222 16.118  0.113
C 15.377 9.997 18.595  -0.158
H 12.067 6.552 18.508  0.092
C 18.242 15.619 16.402  -0.417
H 10.282 15.550 14.096  0.113
H 17.702 9.671 16.194  0.113
N 11.857 18.255 18.911  -0.078
C 7.671 12.313 18.749  -0.163
C 11.128 8.396 17.945  -0.194
H 16.128 8.151 15.939  0.096
H 13.904 16.459 20.636  0.103
H 11.091 8.126 16.913  0.064
H 14.171 16.111 6.804  0.088
C 19.197 11.173 6.557  -0.101
H 14.945 16.588 9.235  0.104
H 14.610 9.419 14.965  0.069
H 11.198 9.398 21.633  0.092
F 13.696 15.684 14.188  -0.775
H 17.688 8.929 9.210  0.096
C 10.098 15.840 15.127  -0.063
C 12.900 16.240 18.680  -0.407
H 19.584 11.852 5.812  0.095
H 10.635 19.569 17.796  0.085
C 19.354 13.381 13.207  -0.099
H 10.659 11.021 19.972  0.075
H 15.656 16.750 17.623  -0.001
O 13.215 15.114 18.252  -0.038
H 12.441 11.063 13.161  0.033
H 12.030 16.622 15.425  0.056
C 18.425 11.760 7.524  -0.150
H 16.101 18.157 16.635  0.030
C 7.240 13.141 19.781  -0.133
H 16.110 10.929 14.893  0.106
C 15.837 20.750 21.738  -0.430
H 15.158 12.077 18.005  0.119



Which value of total energy does entry 2 give? -208909.8712 eV



Among the records above, which one has the highest total energy? C85H89BaN2O3P2S